1.
Computed, not measured: 11 unconnected molecules or ions with the total composition C35H66Br20IN3O10P2S2 in a non-equilibrium geometry, with the ωB97M-V functional and the def2-TZVPD basis.

SMILES string: NP(O)[C@H](C[C@@H]1CO1)O[C@H](CCCS(=O)(=O)O)[C@H](N=C=S)O[C@](CCCI)(N=C=O)P(O)O.BrCCBr.BrCCBr.BrCCBr.BrCCBr.BrCCBr.BrCCBr.BrCCBr.BrCCBr.BrCCBr.BrCCBr
Highest occupied orbital energy (eV): -7.40
LUMO energy (eV): 0.09
Net charge: 0

Bonds (Å) are listed after each position.
Cartesian coordinates (Å):
1 H -11.65042 -7.36035 1.71324  C88 1.089
2 H 4.38814 2.86426 6.55130  C128 1.089
3 Br 1.49025 5.50201 8.32236  C112 1.949
4 H 9.19469 -1.32040 -0.37145  C60 1.089
5 H -0.60856 6.73968 7.78575  C112 1.086
6 H -9.44963 -5.31803 -5.00517  C102 1.089
7 C 3.49679 0.97059 1.77079  C22 1.555, H65 1.097, C69 1.615, H138 1.103
8 C 4.06006 3.69186 10.25307  C13 1.505, H19 1.089, Br31 1.949, H40 1.086
9 H -10.43037 -6.07598 -0.19229  C132 1.085
10 H 1.41036 1.69623 -2.73824  C50 1.096
11 H 7.11728 1.74298 1.15260  C63 1.104
12 H 4.65978 -7.70013 -2.15222  C79 1.089
13 C 4.50501 3.36848 11.65437  C8 1.505, H18 1.089, H61 1.086, Br99 1.946
14 H 0.57528 6.23824 -5.27282  C66 1.087
15 C -8.08874 -0.68307 -8.48465  H83 1.089, Br108 1.946, C110 1.506, H133 1.086
16 I 0.01771 1.94112 -5.01602  C50 2.180
17 Br 5.97488 -4.61040 -0.29764  C101 1.949
18 H 3.84380 2.62874 12.10225  C13 1.089
19 H 2.99868 3.93393 10.23665  C8 1.089
20 C -9.84096 -4.38571 -3.11406  H38 1.089, Br51 1.946, C102 1.505, H129 1.086
21 H 2.85802 -2.96012 1.50067  N71 1.018
22 C 2.64549 0.02420 0.87760  C7 1.555, O43 1.424, P81 1.892, H115 1.103
23 H -4.68964 -5.29481 -4.02399  C139 1.089
24 H 3.20535 4.81098 5.69822  C49 1.090
25 H -1.17041 4.09882 -1.49637  C85 1.108
26 H 3.48645 -3.57936 0.12199  N71 1.016
27 H 3.90488 -6.15135 -1.72830  C79 1.086
28 C -3.32299 -3.90321 -3.13722  H33 1.089, Br34 1.949, H59 1.086, C139 1.505
29 O 2.01875 -3.80207 -2.32918  S78 1.616, H92 0.974
30 C 0.06989 5.93468 5.88187  Br84 1.946, C112 1.504, H131 1.085, H135 1.088
31 Br 4.95570 5.28243 9.57007  C8 1.949
32 H -1.08536 -1.84199 -2.74045  C89 1.103
33 H -2.92309 -3.62977 -4.11267  C28 1.089
34 Br -3.37652 -2.23786 -2.12524  C28 1.949
35 H 2.27637 2.89741 -3.77461  C50 1.095
36 Br -7.94218 -3.36546 -4.99782  C102 1.948
37 H -0.20001 -0.72315 2.30678  C46 1.106
38 H -10.52527 -5.18511 -2.83203  C20 1.089
39 Br 0.44261 7.31872 -3.03259  C66 1.946
40 H 4.25650 2.88996 9.54732  C8 1.086
41 C 0.30595 -1.00044 -1.18503  C62 1.561, H72 1.095, H86 1.099, C89 1.582
42 H 1.30246 4.52775 -2.28692  C64 1.097
43 O 1.68068 -0.68372 1.64962  C22 1.424, C46 1.411
44 Br 10.39152 -4.18683 1.87335  C91 1.947
45 C -1.02167 7.70143 -5.46062  C66 1.505, H67 1.086, Br113 1.947, H123 1.089
46 C 0.32711 -0.36986 1.40153  H37 1.106, O43 1.411, C62 1.549, C77 1.573
47 H 0.89726 3.97935 2.63267  O116 0.974
48 S -3.65619 0.66359 1.10300  C107 1.580
49 C 3.16988 3.89082 5.11534  H24 1.090, H109 1.087, Br124 1.952, C128 1.505
50 C 1.30604 2.58046 -3.37736  H10 1.096, I16 2.180, H35 1.095, C64 1.566
51 Br -8.88579 -3.93102 -1.48033  C20 1.946
52 H -10.33861 -8.55219 1.63555  C88 1.086
53 H -9.62209 -6.06251 1.38506  C132 1.089
54 O 0.41199 -3.47847 -4.24504  S78 1.446
55 Br -5.27078 -5.36150 -1.62711  C139 1.947
56 H 6.26928 0.94907 0.03047  C63 1.156
57 C 0.16837 2.97475 -0.18388  O73 1.436, N76 1.483, C85 1.574, P122 1.902
58 H 9.07579 -3.91359 -0.22292  C91 1.086
59 H -2.61790 -4.55791 -2.63278  C28 1.086
60 C 9.29769 -1.89317 0.54904  H4 1.089, H68 1.086, C91 1.506, Br103 1.946
61 H 4.55551 4.24267 12.29663  C13 1.086
62 C -0.33575 -1.13891 0.23123  C41 1.561, C46 1.549, H136 1.101, H137 1.107
63 C 6.18034 1.15909 1.16373  H11 1.104, H56 1.156, C69 1.656, O130 1.590
64 C 0.59538 3.76871 -2.64467  H42 1.097, C50 1.566, C85 1.537, H125 1.104
65 H 2.93279 1.81982 2.17642  C7 1.097
66 C 0.33064 7.25439 -4.97432  H14 1.087, Br39 1.946, C45 1.505, H80 1.089
67 H -1.38229 8.59346 -4.95723  C45 1.086
68 H 9.92296 -1.34277 1.24612  C60 1.086
69 C 4.63022 1.64116 0.83533  C7 1.615, C63 1.656, H126 1.109, O130 1.388
70 N -1.23294 1.37037 2.24184  C77 1.524, C107 1.197
71 N 2.97244 -2.79034 0.50332  H21 1.018, H26 1.016, P81 1.738
72 H 1.39392 -1.11754 -1.22378  C41 1.095
73 O -0.28806 1.64420 0.10655  C57 1.436, C77 1.398
74 H -2.48910 3.76569 1.42809  O87 0.978
75 O 2.79165 4.91501 0.34232  C96 1.134
76 N 1.64636 2.97820 -0.30935  C57 1.483, C96 1.229
77 C 0.01363 1.17116 1.38756  C46 1.573, N70 1.524, O73 1.398, H90 1.098
78 S 1.05990 -2.79169 -3.14940  O29 1.616, O54 1.446, O82 1.438, C89 1.830
79 C 4.64565 -6.88708 -1.42837  H12 1.089, H27 1.086, C101 1.507, Br104 1.945
80 H 1.10728 7.93056 -5.32762  C66 1.089
81 P 3.84651 -1.30597 0.26955  C22 1.892, N71 1.738, O93 1.666
82 O 1.84121 -1.70065 -3.66705  S78 1.438
83 H -7.65743 -0.71311 -9.48388  C15 1.089
84 Br 0.85978 7.64495 5.39321  C30 1.946
85 C -0.42894 3.28305 -1.60729  H25 1.108, C57 1.574, C64 1.537, H119 1.103
86 H -0.03835 -0.05699 -1.63218  C41 1.099
87 O -2.12615 4.45485 0.83740  H74 0.978, P122 1.649
88 C -10.86859 -7.78185 1.08356  H1 1.089, H52 1.086, Br120 1.948, C132 1.506
89 C -0.28055 -2.17758 -2.06511  H32 1.103, C41 1.582, S78 1.830, H98 1.101
90 H 0.80121 1.72849 1.91211  C77 1.098
91 C 9.81582 -3.27596 0.25205  Br44 1.947, H58 1.086, C60 1.506, H111 1.089
92 H 2.66746 -4.12854 -2.97875  O29 0.974
93 O 3.98335 -1.07178 -1.37408  P81 1.666, H106 0.966
94 H -8.14852 -5.55432 -3.82169  C102 1.087
95 H -0.81157 4.98846 7.59339  C112 1.089
96 C 2.23458 3.94184 0.17608  O75 1.134, N76 1.229
97 H -9.95022 -1.46646 -9.20545  C110 1.089
98 H -0.56364 -3.03225 -1.43204  C89 1.101
99 Br 6.27096 2.55003 11.66982  C13 1.946
100 H -9.99237 0.28181 -8.90736  C110 1.086
101 C 6.02509 -6.30362 -1.26199  Br17 1.949, C79 1.507, H118 1.089, H121 1.086
102 C -8.89765 -4.85726 -4.18758  H6 1.089, C20 1.505, Br36 1.948, H94 1.087
103 Br 7.50975 -1.95084 1.31515  C60 1.946
104 Br 4.00799 -7.68731 0.22576  C79 1.945
105 H 5.27615 3.35316 5.09519  C128 1.086
106 H 4.76763 -1.53687 -1.69355  O93 0.966
107 C -2.26708 1.14214 1.68307  S48 1.580, N70 1.197
108 Br -7.39601 0.94890 -7.68119  C15 1.946
109 H 2.20171 3.41648 5.25112  C49 1.087
110 C -9.59262 -0.66613 -8.55984  C15 1.506, H97 1.089, H100 1.086, Br114 1.946
111 H 10.70462 -3.22477 -0.37527  C91 1.089
112 C -0.17235 5.83947 7.36351  Br3 1.949, H5 1.086, C30 1.504, H95 1.089
113 Br -2.36275 6.31538 -5.19392  C45 1.947
114 Br -10.39344 -1.01641 -6.82106  C110 1.946
115 H 2.26740 0.50742 -0.03895  C22 1.103
116 O -0.04498 4.19600 2.51688  H47 0.974, P122 1.659
117 Br 4.06579 1.20138 4.75418  C128 1.947
118 H 6.45792 -6.06489 -2.23241  C101 1.089
119 H -1.01485 2.42467 -1.97580  C85 1.103
120 Br -11.81128 -8.67145 -0.37012  C88 1.948
121 H 6.70189 -6.95582 -0.71800  C101 1.086
122 P -0.48192 4.37522 0.92606  C57 1.902, O87 1.649, O116 1.659
123 H -1.00218 7.87640 -6.53505  C45 1.089
124 Br 3.27442 4.46538 3.25224  C49 1.952
125 H 0.01038 4.26854 -3.43641  C64 1.104
126 H 4.37298 1.79915 -0.23155  C69 1.109
127 H -5.45741 -3.77262 -3.53423  C139 1.086
128 C 4.32324 2.99293 5.47216  H2 1.089, C49 1.505, H105 1.086, Br117 1.947
129 H -10.41274 -3.50831 -3.40204  C20 1.086
130 O 5.47367 2.55361 1.45338  C63 1.590, C69 1.388
131 H 0.73455 5.16139 5.51102  C30 1.085
132 C -9.96393 -6.69475 0.56740  H9 1.085, H53 1.089, C88 1.506, Br134 1.946
133 H -7.70141 -1.51274 -7.90030  C15 1.086
134 Br -8.34265 -7.43021 -0.21827  C132 1.946
135 H -0.87043 5.89192 5.33531  C30 1.088
136 H -1.41042 -0.92800 0.12150  C62 1.101
137 H -0.27725 -2.21025 0.50233  C62 1.107
138 H 4.07150 0.41445 2.53004  C7 1.103
139 C -4.69582 -4.50275 -3.27703  H23 1.089, C28 1.505, Br55 1.947, H127 1.086



2.
Computed, not measured: 10 unconnected molecules or ions with the total composition C35H66N4O18 in a non-equilibrium geometry, with the ωB97M-V functional and the def2-TZVPD basis.

SMILES string: COCCOCCOC.COCCOCCOC.COCCOCCOC.O=C1OCCO1.O=C1OCCO1.O=C1OCCO1.CC#N.CC#N.CC#N.CC#N
Highest occupied orbital energy (eV): -9.36
LUMO energy (eV): 0.61
Net charge: 0

Bonds (Å) are listed after each position.
Cartesian coordinates (Å):
1 H -2.64288 0.29358 5.73109  C93 1.103
2 H -1.60901 0.01682 -2.23851  C17 1.136
3 O -1.34934 -1.13129 -4.20349  C78 1.386, C119 1.367
4 H -1.66672 3.52764 -5.13310  C34 1.100
5 C -1.14204 4.53428 1.91217  O7 1.188, O51 1.368, O82 1.320
6 H 3.18177 -0.55713 -2.44377  C98 1.088
7 O -2.24354 4.08912 1.91616  C5 1.188
8 C 0.09597 -0.98292 3.18101  C9 1.511, O73 1.406, H92 1.118, H103 1.106
9 C 0.12688 -2.40531 2.67140  C8 1.511, H54 1.129, O68 1.395, H79 1.061
10 H 5.65310 -3.91286 2.67684  C32 1.177
11 H 0.47224 6.80238 2.56497  C65 1.107
12 C 2.76586 -2.47546 0.24315  H41 1.084, O56 1.424, H72 1.118, H83 1.146
13 H -5.25891 -2.99135 1.99336  C117 1.067
14 H -1.89843 0.04543 0.94298  C101 1.093
15 C -3.61809 -0.84718 -4.34699  H57 1.124, H81 1.122, C119 1.540, O120 1.409
16 O 4.76690 2.57922 0.54273  C29 1.353, C44 1.419
17 C -1.41987 -0.43432 -1.21344  H2 1.136, O35 1.478, C101 1.512, H111 1.102
18 H -4.49539 2.72830 -3.28718  C37 1.049
19 H 2.09990 0.83856 -2.31067  C98 1.098
20 C 3.62316 -4.03810 1.83886  C32 1.605, O56 1.392, H85 1.106, H110 1.068
21 H -3.78806 -2.10468 2.38159  C117 1.096
22 C 5.32702 -2.26844 -2.37193  O24 1.421, H67 1.095, H100 1.063, H121 1.131
23 H 2.77701 0.81893 1.79448  C59 1.102
24 O 5.85914 -3.52963 -1.99232  C22 1.421, C116 1.418
25 N 2.44750 0.26244 -5.28063  C90 1.137
26 C -1.30437 0.79038 3.97978  H66 1.126, O73 1.459, C93 1.520, H96 1.124
27 H -0.86379 -3.54618 -0.18685  C97 1.070
28 H 5.45589 0.51813 0.54558  C44 1.102
29 C 4.43454 3.21942 1.68703  O16 1.353, O38 1.315, O106 1.181
30 H -0.51781 2.52396 -6.00790  C34 1.069
31 N 0.52017 3.00222 -2.94320  C91 1.178
32 C 5.10372 -4.64842 1.94058  H10 1.177, C20 1.605, H36 1.088, O88 1.387
33 C 6.35161 -3.45110 0.37925  O88 1.483, H94 1.121, C116 1.478, H118 1.153
34 C -0.98999 2.66346 -5.05888  H4 1.100, H30 1.069, H80 1.111, C91 1.444
35 O 0.03995 -0.40039 -0.98409  C17 1.478, C102 1.367
36 H 5.02293 -5.56137 2.52745  C32 1.088
37 C -4.16630 2.20521 -2.43958  H18 1.049, O45 1.408, C105 1.490, H109 1.052
38 O 3.91092 2.36814 2.54187  C29 1.315, C59 1.436
39 H 1.59672 4.35955 1.23367  C89 1.052
40 H -4.42220 2.60412 1.95013  C50 1.063
41 H 2.72905 -1.39789 0.13188  C12 1.084
42 H 7.48188 -2.57601 -1.11952  C116 1.110
43 H 1.74605 4.68154 2.91826  C89 1.060
44 C 4.57853 1.17702 0.64761  O16 1.419, H28 1.102, H47 1.112, C59 1.509
45 O -2.82168 2.52887 -2.17335  C37 1.408, C46 1.425
46 C -2.64665 3.85209 -1.67489  O45 1.425, H62 1.072, H69 1.057, H71 1.129
47 H 3.86554 0.94645 -0.17339  C44 1.112
48 H -1.38913 -4.59765 1.17449  C97 1.141
49 H -5.75238 2.90255 3.00547  C50 1.127
50 C -5.48240 2.53658 1.97450  H40 1.063, H49 1.127, C76 1.420, H84 1.112
51 O -0.84495 5.79469 1.46990  C5 1.368, C65 1.407
52 H 0.28898 -1.77716 -5.28138  C78 1.098
53 H -0.75493 -3.06796 -4.55892  C78 1.087
54 H -0.23063 -3.00230 3.56085  C9 1.129
55 H 0.20224 -2.08857 -3.52499  C78 1.070
56 O 3.54128 -2.71478 1.41328  C12 1.424, C20 1.392
57 H -4.52904 -1.07927 -4.96281  C15 1.124
58 H 0.33036 -4.33342 0.92895  C97 1.115
59 C 3.83988 1.05796 1.95828  H23 1.102, O38 1.436, C44 1.509, H122 1.092
60 H -2.17661 -0.28847 -5.86149  C119 1.104
61 C -4.86555 0.25597 4.52967  H86 1.128, H99 1.100, H115 1.042, O123 1.396
62 H -1.61563 4.13549 -1.75095  C46 1.072
63 O -0.81895 1.51462 -0.09817  C101 1.486, C102 1.391
64 N -6.12942 0.15531 1.18913  C76 1.172
65 C 0.50929 6.05824 1.74673  H11 1.107, O51 1.407, C89 1.496, H112 1.051
66 H -0.44364 1.17679 4.59405  C26 1.126
67 H 5.96168 -1.59286 -2.95562  C22 1.095
68 O -0.72008 -2.56847 1.57543  C9 1.395, C97 1.446
69 H -3.13382 4.56146 -2.28868  C46 1.057
70 O 1.46994 1.07381 -0.00798  C102 1.226
71 H -2.91946 3.80466 -0.57991  C46 1.129
72 H 3.21991 -2.87981 -0.69484  C12 1.118
73 O -1.16886 -0.63151 3.68365  C8 1.406, C26 1.459
74 H 3.91644 1.02392 -2.50410  C98 1.098
75 H 7.40606 -4.45427 -1.02382  C116 1.096
76 C -5.88706 1.25281 1.52161  C50 1.420, N64 1.172
77 H -3.61487 -3.77853 2.25023  C117 1.072
78 C -0.35295 -2.06545 -4.43914  O3 1.386, H52 1.098, H53 1.087, H55 1.070
79 H 1.13088 -2.63638 2.41969  C9 1.061
80 H -1.71832 1.83494 -4.92799  C34 1.111
81 H -3.57977 -1.50487 -3.43896  C15 1.122
82 O -0.03356 3.93078 2.29847  C5 1.320, C89 1.395
83 H 1.65923 -2.73456 0.38941  C12 1.146
84 H -5.67630 3.35772 1.25044  C50 1.112
85 H 3.29827 -4.02798 2.89556  C20 1.106
86 H -4.79511 -0.54458 5.32136  C61 1.128
87 H -2.65670 1.90346 5.22589  C93 1.098
88 O 5.76338 -4.76792 0.72597  C32 1.387, C33 1.483
89 C 1.09409 4.72330 2.08363  H39 1.052, H43 1.060, C65 1.496, O82 1.395
90 C 2.73596 0.45994 -4.19907  N25 1.137, C98 1.441
91 C -0.14669 2.84060 -3.90056  N31 1.178, C34 1.444
92 H 0.88599 -0.95727 3.97155  C8 1.118
93 C -2.57597 0.89209 4.80675  H1 1.103, C26 1.520, H87 1.098, O123 1.439
94 H 7.15727 -3.37984 1.15480  C33 1.121
95 C -4.00619 -2.77676 0.37885  N108 1.123, C117 1.501
96 H -1.48392 1.43207 3.07509  C26 1.124
97 C -0.64577 -3.80449 0.82815  H27 1.070, H48 1.141, H58 1.115, O68 1.446
98 C 3.01619 0.46220 -2.78513  H6 1.088, H19 1.098, H74 1.098, C90 1.441
99 H -5.60069 -0.05300 3.77140  C61 1.100
100 H 4.41380 -2.45391 -2.88294  C22 1.063
101 C -1.85843 0.45287 -0.07067  H14 1.093, C17 1.512, O63 1.486, H114 1.121
102 C 0.32696 0.75780 -0.31728  O35 1.367, O63 1.391, O70 1.226
103 H 0.43582 -0.25430 2.42136  C8 1.106
104 H -3.88614 0.13923 -1.85535  C105 1.097
105 C -4.30677 0.73982 -2.67107  C37 1.490, H104 1.097, H107 1.122, O120 1.421
106 O 4.57204 4.36371 1.94369  C29 1.181
107 H -5.38413 0.42929 -2.72458  C105 1.122
108 N -4.08251 -2.49358 -0.70479  C95 1.123
109 H -4.69093 2.56776 -1.60291  C37 1.052
110 H 2.91857 -4.67218 1.34611  C20 1.068
111 H -1.87590 -1.43613 -1.16575  C17 1.102
112 H 1.02340 6.55302 0.97558  C65 1.051
113 H -2.45855 -2.11226 -5.60910  C119 1.100
114 H -2.77347 1.09012 -0.19029  C101 1.121
115 H -5.28910 1.10630 4.95883  C61 1.042
116 C 6.87371 -3.49669 -1.00238  O24 1.418, C33 1.478, H42 1.110, H75 1.096
117 C -4.20091 -2.97302 1.85452  H13 1.067, H21 1.096, H77 1.072, C95 1.501
118 H 5.62643 -2.57041 0.54864  C33 1.153
119 C -2.33361 -1.11999 -5.15205  O3 1.367, C15 1.540, H60 1.104, H113 1.100
120 O -3.63162 0.48780 -3.89576  C15 1.409, C105 1.421
121 H 5.13826 -1.68298 -1.42230  C22 1.131
122 H 4.24058 0.29329 2.62711  C59 1.092
123 O -3.64433 0.53341 3.91250  C61 1.396, C93 1.439